The following is a DFT calculation (ωB97M-V/def2-TZVPD) of a 2-piece molecular cluster, C19H36BrFN4O8PS2 overall.

XYZ file:
```
72
Properties=species:S:1:pos:R:3:forces:R:3
C -3.2627 -0.0498 -3.6949 0.95 0.57 0.01
C -3.3123 -1.3759 -2.9032 -0.74 -0.24 -1.03
O -3.9822 -2.2467 -3.4109 -0.27 -0.41 0.14
N -2.6520 -1.7224 -1.7144 1.22 0.65 0.51
C -2.9529 -3.0423 -1.1995 -1.10 -1.69 -0.67
C -1.8819 -0.7473 -0.9848 -1.31 2.82 1.42
C -2.9053 0.4120 -0.5188 0.48 0.58 -0.43
C -4.3677 -0.0242 -0.2113 -0.89 0.85 0.12
C -5.4591 0.5690 -1.1792 -0.89 -0.69 0.94
S -5.3758 2.4038 -1.2755 0.13 -0.03 -0.12
C -1.1833 -1.1974 0.3394 -1.80 -3.04 0.08
C -2.1188 -1.4015 1.5884 1.68 -1.94 0.58
C -1.3891 -2.5348 2.4630 -1.03 2.48 2.77
C -1.4890 -2.2848 4.0511 4.06 -1.07 -3.53
O -0.2085 -2.0909 3.1505 -1.16 -0.69 -2.06
N -0.0054 -0.3987 0.7978 0.39 0.31 -0.21
C 0.3264 0.8839 0.1112 -0.32 1.35 -0.49
F -0.2518 1.8682 0.8928 0.53 -0.69 -0.48
S 2.1501 1.1649 0.4519 2.58 2.36 4.26
C 3.2821 -0.0170 -0.3202 -0.11 -1.21 -0.18
O 2.5369 2.5450 0.2838 -0.87 -0.92 -2.20
O 2.2512 0.8988 1.8907 -1.29 -1.71 -1.38
C -0.1825 1.0714 -1.3560 -0.10 0.49 -0.90
C 0.8836 1.6564 -2.3827 -1.34 0.66 0.14
C 0.9791 3.2114 -2.3071 0.83 0.09 0.20
O 2.0550 3.7170 -2.3586 0.77 0.19 -0.32
O -0.1324 3.9828 -2.2519 -0.41 -1.26 -0.14
N -0.8421 -0.1611 -1.8614 1.07 -1.18 0.41
P 0.3695 -1.1626 -2.5708 0.90 -0.70 -0.98
O 1.0444 -2.1596 -1.3414 -0.71 0.89 -0.40
Br -0.5344 -2.7705 -3.9055 0.07 0.69 0.75
H -3.7523 0.8144 -3.2066 0.38 -0.52 -0.08
H -2.2122 0.2282 -3.9306 -0.66 -0.06 0.29
H -3.7648 -0.1821 -4.6754 0.17 -0.38 0.86
H -4.0595 -3.1571 -1.0868 0.76 0.12 -0.03
H -2.6769 -3.8124 -1.9593 -0.11 0.57 0.53
H -2.5068 -3.3717 -0.2472 0.16 0.80 -0.44
H -2.9081 1.1822 -1.3259 -0.14 -0.58 0.53
H -2.5231 0.9634 0.3725 -0.06 -0.45 -0.62
H -4.6430 0.3895 0.7882 0.32 -0.35 -0.62
H -4.5718 -1.1109 -0.1513 0.48 0.48 -0.20
H -5.4944 0.0600 -2.1602 0.20 0.51 0.42
H -6.4287 0.3337 -0.6822 0.62 0.13 -0.46
H -6.6822 2.7863 -1.2012 0.49 -0.61 -0.04
H -0.8101 -2.2353 0.1637 0.19 0.97 -0.12
H -3.0925 -1.8486 1.3213 0.39 0.73 0.01
H -2.1919 -0.5115 2.2430 -0.30 -0.32 -0.58
H -1.4499 -3.6008 2.1082 0.25 1.15 0.41
H -1.3617 -1.2655 4.4406 -1.72 -0.72 0.59
H -1.0428 -3.2010 4.4719 -1.54 0.66 1.26
H -0.1497 -0.1621 1.7990 0.31 -0.11 -0.21
H 0.8522 -0.9762 0.8026 -0.48 -0.15 -0.06
H 3.0592 -0.2984 -1.3648 0.21 0.63 0.40
H 3.2518 -0.9606 0.2754 -0.20 0.78 -0.23
H 4.3093 0.3868 -0.1793 -0.88 0.19 -0.24
H -0.9039 1.9238 -1.3328 0.10 -0.97 0.38
H 0.5334 1.4843 -3.4286 0.01 -0.19 0.83
H 1.8856 1.2129 -2.3163 -0.37 0.59 0.02
H 0.1531 4.8996 -2.4153 0.06 -0.23 0.21
H 1.9393 -2.3556 -1.6711 -0.31 -0.19 0.17
C 4.7884 1.1198 3.1618 0.19 0.02 0.23
C 5.9753 0.5527 3.9017 0.19 -0.14 0.30
O 5.8463 -0.1134 4.9152 -0.11 0.02 -0.09
N 7.2159 0.8070 3.4014 -0.37 0.01 -0.08
C 7.5685 1.5713 2.2206 0.37 -0.26 0.34
H 3.8764 0.8354 3.6760 0.15 -0.06 0.04
H 4.8453 2.2093 3.1350 -0.04 -0.02 -0.20
H 4.7538 0.7204 2.1489 0.04 0.15 -0.02
H 7.9595 0.3972 3.9462 -0.01 0.04 -0.03
H 8.1200 0.9237 1.5355 -0.01 0.18 -0.17
H 8.2130 2.3999 2.5187 -0.04 0.10 -0.24
H 6.6911 1.9643 1.7152 -0.01 -0.02 0.09
```
Forces are in eV/Å.

The value obtained for the LUMO energy is -2.9 eV. For the HOMO energy, the calculation gives -11.11 eV. As for the net charge: +1. The frontier orbital gap is 8.20 eV.